Record 1
C8H8 | ωB97M-V/def2-TZVPD

Computed properties:
**Energy above the lowest of the compared OMol25 structures with the same formula, charge and spin**: 712.5 kJ/mol
**E**: -8417.6362 eV
**Highest occupied orbital energy**: -8.0968 eV
**Total charge**: 0

Geometry (Å):
C 1.098 0.681 1.378
C 1.697 1.276 0.206
C -0.006 0.038 0.609
C -0.844 -0.702 1.373
C -0.017 0.246 -0.912
C 1.955 2.020 -0.919
C 1.436 0.625 -1.096
C -1.872 -1.524 0.677
H -0.736 -0.906 2.391
H -0.251 -0.617 -1.405
H -0.666 1.057 -1.177
H 2.142 2.971 -1.381
H 2.310 -0.042 -1.532
H -1.258 -2.099 0.012
H -2.673 -0.758 0.456
H -2.316 -2.269 1.320

Forces on atoms 1 to 2 (eV/Å):
C -0.2 0.2 -1.8
C 2.3 2.6 -1.3

Record 2
C2H2 | ωB97M-V/def2-TZVPD

Computed properties:
**Energy above the lowest of the compared OMol25 structures with the same formula, charge and spin**: 88.6 kJ/mol
**E**: -2103.1566 eV
**Highest occupied orbital energy**: -10.5992 eV
**Total charge**: 0
**SMILES string**: C#C

Geometry (Å):
C -0.614 -0.187 -0.033
C 0.606 -0.057 -0.140
H -1.748 0.259 -0.025
H 1.756 -0.014 0.198

Forces on atoms 1 to 2 (eV/Å):
C -1.0 2.6 -0.5
C 0.9 -0.4 2.0

Record 3
C39H49Br30F2IN3O5Si | ωB97M-V/def2-TZVPD

Computed properties:
**E**: -2178618.7523 eV
**Highest occupied orbital energy**: -11.1711 eV
**Total charge**: +1

Geometry (Å):
C -0.071 -3.032 2.758
C 0.759 -2.195 2.515
C 1.496 -0.922 2.305
N 1.504 -0.442 0.896
C 2.532 -0.903 0.149
C 3.572 -1.902 0.656
C 4.882 -1.179 1.146
C 6.057 -1.627 0.246
N 6.684 -0.643 -0.554
O 6.422 -2.778 0.271
C 2.713 -0.490 -1.181
O 3.738 -0.946 -1.954
C 3.288 -1.793 -3.063
C 3.681 -3.293 -2.915
O 2.540 -4.123 -3.087
C 1.689 -4.100 -1.945
C 1.848 -5.446 -1.183
C 1.812 0.452 -1.704
O 2.036 0.868 -2.993
N 3.245 1.674 -3.127
O 3.320 2.469 -2.294
C 0.717 0.929 -0.917
C -0.111 1.981 -1.658
I -0.431 3.844 -0.566
C -1.361 1.486 -2.455
C -1.216 -0.027 -2.854
C 0.551 0.421 0.403
C -0.648 0.844 1.296
F -0.915 -0.122 2.260
F -0.377 1.961 2.028
C -2.033 0.905 0.547
C -3.213 0.313 1.397
Si -4.808 0.652 0.380
C -5.014 2.466 -0.101
C -6.254 0.047 1.439
C -4.676 -0.512 -1.126
C -4.812 -0.110 -2.470
C -4.644 -1.099 -3.471
C -4.339 -2.430 -3.168
C -4.226 -2.854 -1.813
C -4.394 -1.874 -0.827
H -0.918 -3.708 2.876
H 1.102 -0.092 2.914
H 2.517 -1.033 2.712
H 3.172 -2.590 1.416
H 3.868 -2.544 -0.188
H 5.105 -1.572 2.152
H 4.783 -0.083 1.199
H 5.963 -0.237 -1.152
H 7.352 -1.135 -1.150
H 3.716 -1.374 -3.991
H 2.192 -1.727 -3.200
H 4.327 -3.535 -3.779
H 4.241 -3.527 -1.990
H 1.851 -3.231 -1.280
H 0.629 -4.066 -2.271
H 1.516 -6.280 -1.825
H 2.899 -5.555 -0.865
H 1.181 -5.451 -0.302
H 0.532 2.394 -2.451
H -2.324 1.691 -1.962
H -1.409 2.022 -3.422
H -0.268 -0.109 -3.422
H -1.198 -0.704 -1.987
H -2.025 -0.240 -3.567
H -2.336 1.931 0.304
H -1.933 0.227 -0.312
H -3.277 0.763 2.400
H -3.162 -0.789 1.433
H -4.527 3.154 0.619
H -6.064 2.747 -0.283
H -4.472 2.636 -1.059
H -6.127 -1.044 1.580
H -7.217 0.193 0.922
H -6.259 0.577 2.411
H -5.025 0.934 -2.725
H -4.710 -0.849 -4.540
H -4.177 -3.199 -3.932
H -3.994 -3.898 -1.581
H -4.305 -2.188 0.223
C -1.572 -7.337 0.635
Br -2.484 -8.536 1.831
Br -2.630 -6.940 -0.931
Br -0.996 -5.725 1.532
H -0.678 -7.846 0.293
C 5.511 1.959 4.387
Br 6.380 2.038 6.103
Br 6.788 1.833 2.942
Br 4.191 0.545 4.330
H 4.976 2.891 4.257
C -2.226 5.733 3.217
Br -3.053 7.128 4.255
Br -3.213 4.076 3.317
Br -1.942 6.277 1.387
H -1.251 5.549 3.651
C 8.419 3.922 -0.633
Br 7.740 2.128 -0.394
Br 8.200 4.992 0.957
Br 10.248 3.915 -1.243
H 7.827 4.386 -1.412
C 13.364 5.649 0.737
Br 14.678 6.016 -0.627
Br 14.091 4.569 2.160
Br 12.562 7.272 1.410
H 12.577 5.071 0.270
C -3.149 -10.709 -2.266
Br -3.036 -10.831 -4.187
Br -4.431 -11.954 -1.542
Br -1.418 -10.905 -1.436
H -3.503 -9.714 -2.030
C -10.789 0.174 1.253
Br -11.167 -1.081 -0.160
Br -10.043 -0.697 2.807
Br -9.666 1.621 0.645
H -11.732 0.610 1.556
C 2.899 7.135 -0.418
Br 4.043 5.706 0.201
Br 2.895 7.265 -2.342
Br 1.110 6.971 0.291
H 3.311 8.060 -0.035
C -2.883 10.976 2.424
Br -4.481 9.895 2.493
Br -2.423 11.675 4.161
Br -1.402 10.032 1.622
H -3.100 11.823 1.787
C -8.314 -4.012 1.909
Br -7.368 -4.165 3.584
Br -7.111 -4.067 0.402
Br -9.717 -5.324 1.755
H -8.787 -3.038 1.900

Forces on atoms 1 to 2 (eV/Å):
C -0.2 0.1 -0.3
C -0.6 0.7 0.0

Record 4
C15H18BN9ORh | ωB97M-V/def2-TZVPD

Computed properties:
**Energy above the lowest of the compared OMol25 structures with the same formula, charge and spin**: 104.0 kJ/mol
**E**: -34974.8182 eV
**Spin multiplicity**: 2
**Highest occupied orbital energy (spin up / spin down)**: -14.2663 / -14.2662 eV
**Total charge**: +2

Geometry (Å):
Rh -0.924 1.461 0.275
C 2.844 0.818 -1.382
C 1.899 1.700 -0.882
N 0.997 1.016 -0.169
N 1.320 -0.288 -0.218
C 2.437 -0.432 -0.940
B 0.415 -1.309 0.504
N 0.037 -0.696 1.885
C 0.170 -1.211 3.123
C -0.255 -0.283 4.050
C -0.654 0.816 3.299
N -0.475 0.553 2.004
N -0.876 -1.439 -0.313
C -1.455 -2.367 -1.092
C -2.649 -1.860 -1.575
C -2.736 -0.579 -1.057
N -1.667 -0.346 -0.288
N 1.195 -2.582 0.736
C 2.384 -2.654 1.367
C 2.738 -3.997 1.457
C 1.679 -4.673 0.835
N 0.766 -3.833 0.371
H 3.713 1.054 -1.972
H 1.843 2.772 -0.975
H 2.881 -1.401 -1.107
H 0.546 -2.210 3.278
H -0.276 -0.392 5.120
H -1.054 1.761 3.629
H -0.999 -3.328 -1.256
H -3.357 -2.357 -2.215
H -3.505 0.165 -1.188
H 2.909 -1.777 1.717
H 3.644 -4.412 1.863
H 1.565 -5.732 0.667
N -0.995 3.113 -3.584
C -1.084 2.894 -2.290
O -0.912 1.734 -1.818
C -1.343 4.020 -1.351
C -1.835 3.453 -0.054
H -0.803 2.344 -4.212
H -1.107 4.034 -3.979
H -2.086 4.711 -1.764
H -0.417 4.586 -1.225
H -2.860 3.065 -0.085
H -1.659 4.086 0.812

Forces on atoms 1 to 2 (eV/Å):
Rh 1.4 -2.3 -1.7
C -0.1 0.2 0.1

Record 5
C5H11N | ωB97M-V/def2-TZVPD

Computed properties:
**Energy above the lowest of the compared OMol25 structures with the same formula, charge and spin**: 385.2 kJ/mol
**E**: -6849.5359 eV
**Highest occupied orbital energy**: -9.8854 eV
**Total charge**: 0
**SMILES string**: C[C@@H]1C=N1.[H][H].C=C

Geometry (Å):
C -2.025 1.164 -0.512
C -2.331 -0.097 -0.798
N 0.629 -1.148 -0.710
C 1.259 -1.612 0.270
C 1.224 -0.165 0.286
C 2.367 0.704 -0.176
H -1.474 -0.554 1.645
H -1.024 1.556 -0.688
H -2.752 1.854 -0.092
H -3.324 -0.500 -0.615
H -1.584 -0.774 -1.202
H -1.107 -1.050 2.062
H 1.540 -2.581 0.666
H 0.498 0.327 0.936
H 3.046 0.943 0.650
H 1.985 1.647 -0.583
H 2.937 0.199 -0.961

Forces on atoms 1 to 2 (eV/Å):
C -0.1 -0.1 -0.1
C 0.0 0.2 0.0

Record 6
C5H11N | ωB97M-V/def2-TZVPD

Computed properties:
**Energy above the lowest of the compared OMol25 structures with the same formula, charge and spin**: 378.8 kJ/mol
**E**: -6849.6023 eV
**Highest occupied orbital energy (spin up / spin down)**: -6.5165 / -6.7820 eV
**Total charge**: 0

Geometry (Å):
C -0.890 1.450 0.089
C -1.385 -0.949 -0.212
N -0.130 -0.909 0.280
C 0.514 -2.036 0.554
C 0.386 0.462 0.436
C 1.450 0.787 -0.619
H -1.597 1.259 -0.757
H -1.563 1.593 0.940
H -0.424 2.385 -0.190
H -2.151 -0.487 0.389
H -1.622 -1.629 -0.996
H -0.097 -2.909 0.745
H 1.595 -2.100 0.566
H 0.892 0.501 1.433
H 2.354 0.165 -0.608
H 1.772 1.824 -0.466
H 0.977 0.708 -1.600

Forces on atoms 1 to 2 (eV/Å):
C 1.0 0.4 0.7
C -0.6 -1.0 0.1

Record 7
C54H108N6O6 | ωB97M-V/def2-TZVPD

Computed properties:
**Energy above the lowest of the compared OMol25 structures with the same formula, charge and spin**: 0.0 kJ/mol
**E**: -78959.1200 eV
**Spin multiplicity**: 7
**Highest occupied orbital energy (spin up / spin down)**: -8.5002 / -9.4221 eV
**Total charge**: 0

Geometry (Å):
C 2.886 6.794 -1.295
C 3.629 6.577 0.080
C 5.055 6.269 -0.379
C 5.997 7.419 -0.659
C 5.979 8.452 0.461
C 4.551 8.857 0.844
N 3.561 7.724 1.026
O 2.290 8.132 1.488
C 4.648 9.556 2.216
C 4.110 9.884 -0.229
C 3.202 5.289 0.806
H 1.957 7.324 -1.081
H 2.708 5.887 -1.869
H 3.489 7.458 -1.914
H 5.510 5.644 0.391
H 5.098 5.758 -1.342
H 5.615 8.018 -1.488
H 7.024 7.060 -0.720
H 6.477 9.338 0.067
H 6.500 8.034 1.324
H 3.752 10.106 2.502
H 5.028 8.891 2.992
H 5.418 10.331 2.193
H 3.065 10.177 -0.113
H 4.577 10.848 -0.018
H 4.311 9.588 -1.257
H 3.281 4.413 0.160
H 2.119 5.368 0.934
H 3.713 5.075 1.743
C 11.312 -2.526 -7.143
C 11.900 -1.299 -7.864
C 10.697 -0.758 -8.703
C 9.609 -0.036 -7.944
C 10.403 1.009 -7.076
C 11.537 0.469 -6.103
N 12.459 -0.343 -6.883
O 13.681 -0.680 -6.268
C 12.245 1.703 -5.498
C 10.889 -0.218 -4.890
C 13.031 -1.778 -8.865
H 11.300 -3.335 -7.874
H 10.349 -2.381 -6.657
H 11.943 -2.844 -6.310
H 11.196 -0.165 -9.471
H 10.214 -1.612 -9.181
H 8.944 -0.680 -7.370
H 9.077 0.411 -8.785
H 9.674 1.620 -6.541
H 10.745 1.687 -7.861
H 13.218 1.975 -5.907
H 11.697 2.641 -5.386
H 12.446 1.534 -4.438
H 11.557 -0.654 -4.147
H 10.185 0.441 -4.383
H 10.354 -1.117 -5.200
H 13.805 -2.170 -8.203
H 13.584 -0.949 -9.312
H 12.842 -2.458 -9.693
C 11.672 5.463 1.020
C 10.748 6.037 -0.052
C 11.542 6.243 -1.384
C 11.934 4.991 -2.089
C 10.687 4.246 -2.524
C 9.757 3.965 -1.261
N 9.583 5.182 -0.401
O 8.562 5.009 0.538
C 8.412 3.418 -1.835
C 10.371 2.720 -0.553
C 10.280 7.465 0.288
H 11.117 5.204 1.923
H 12.563 5.998 1.354
H 12.168 4.535 0.727
H 11.078 7.017 -1.994
H 12.455 6.706 -1.000
H 12.583 4.353 -1.488
H 12.504 5.253 -2.983
H 10.780 3.262 -2.985
H 10.209 4.839 -3.306
H 7.776 3.260 -0.961
H 7.779 4.023 -2.484
H 8.650 2.446 -2.264
H 11.454 2.774 -0.442
H 9.977 2.704 0.466
H 10.072 1.786 -1.024
H 9.652 7.459 1.182
H 9.692 8.007 -0.454
H 11.124 8.117 0.514
C 7.893 6.295 3.777
C 7.527 5.267 4.847
C 8.570 5.719 5.960
C 8.265 5.039 7.241
C 6.884 5.244 7.736
C 5.829 4.793 6.717
N 6.162 5.216 5.346
O 5.176 5.024 4.354
C 5.761 3.230 6.709
C 4.485 5.295 7.203
C 8.062 3.895 4.313
H 8.826 6.039 3.277
H 7.885 7.354 4.033
H 7.174 6.237 2.955
H 9.565 5.353 5.702
H 8.688 6.795 6.091
H 8.972 5.403 7.993
H 8.488 3.970 7.287
H 6.750 6.265 8.096
H 6.993 4.534 8.558
H 6.764 2.803 6.682
H 5.385 2.848 7.659
H 5.186 2.964 5.824
H 4.341 6.373 7.115
H 3.689 4.892 6.573
H 4.208 4.981 8.209
H 7.502 3.740 3.389
H 7.937 3.013 4.938
H 9.101 3.917 3.985
C 7.180 -1.215 1.836
C 6.152 -0.006 1.834
C 6.188 0.459 0.336
C 5.151 1.531 -0.021
C 3.803 1.069 0.488
C 3.702 0.500 1.970
N 4.820 -0.469 2.121
O 4.687 -1.258 3.292
C 3.685 1.660 2.976
C 2.288 -0.116 2.014
C 6.805 1.088 2.647
H 7.538 -1.477 2.834
H 8.179 -1.053 1.428
H 6.708 -2.053 1.325
H 7.094 1.041 0.153
H 6.127 -0.383 -0.353
H 4.849 1.652 -1.062
H 5.227 2.537 0.400
H 3.623 0.295 -0.265
H 3.033 1.813 0.273
H 3.826 1.493 4.046
H 4.561 2.265 2.734
H 2.771 2.253 2.988
H 2.148 -0.290 3.080
H 1.450 0.428 1.580
H 2.316 -1.013 1.392
H 7.861 0.925 2.853
H 6.225 1.168 3.568
H 6.676 2.071 2.193
C 16.525 4.253 7.274
C 16.016 3.674 5.924
C 15.900 2.222 6.222
C 15.121 1.408 5.252
C 13.758 2.041 5.021
C 13.820 3.459 4.609
N 14.654 4.222 5.588
O 14.528 5.539 5.447
C 14.381 3.563 3.158
C 12.286 3.871 4.612
C 17.110 3.986 4.895
H 15.647 4.124 7.905
H 16.952 5.242 7.119
H 17.329 3.589 7.588
H 16.871 1.795 6.476
H 15.392 2.084 7.182
H 14.891 0.455 5.731
H 15.699 1.294 4.334
H 13.194 1.949 5.954
H 13.154 1.401 4.376
H 15.078 4.380 2.978
H 14.871 2.654 2.806
H 13.532 3.703 2.488
H 12.202 4.881 4.207
H 11.726 3.256 3.907
H 11.897 3.872 5.629
H 17.147 3.391 3.982
H 18.114 3.912 5.313
H 16.916 5.026 4.624

Forces on atoms 1 to 2 (eV/Å):
C -0.5 1.1 1.4
C 0.4 -1.3 -1.2

Record 8
C28H39N5O6 | ωB97M-V/def2-TZVPD

Computed properties:
**Energy above the lowest of the compared OMol25 structures with the same formula, charge and spin**: 579.2 kJ/mol
**E**: -49402.6804 eV
**Highest occupied orbital energy**: -9.9541 eV
**Total charge**: 0
**SMILES string**: O=C1OCCO1.O=C1OCCO1.c1ccncc1.c1ccncc1.CCCC#N.CCCC#N.CCCC#N

Geometry (Å):
N -2.935 -2.930 -1.822
C -2.719 -3.553 -2.977
C -3.023 -2.955 -4.204
C -3.593 -1.700 -4.181
C -3.852 -1.076 -2.964
C -3.424 -1.698 -1.805
H -2.298 -4.549 -2.936
H -2.812 -3.525 -5.099
H -4.000 -1.242 -5.074
H -4.354 -0.121 -3.042
H -3.505 -1.249 -0.821
N 2.475 1.861 0.869
C 1.641 1.426 1.832
C 2.051 0.562 2.829
C 3.362 0.147 2.902
C 4.255 0.677 1.980
C 3.737 1.437 0.940
H 0.600 1.705 1.729
H 1.324 0.172 3.533
H 3.714 -0.546 3.655
H 5.320 0.500 2.033
H 4.369 1.757 0.119
C 2.753 -3.773 2.445
C 3.468 -4.851 1.628
O 4.789 -4.352 1.508
C 5.014 -3.481 2.515
O 6.036 -2.891 2.690
O 3.864 -3.230 3.198
H 2.004 -4.162 3.134
H 2.308 -2.923 1.932
H 2.990 -4.971 0.659
H 3.433 -5.770 2.212
C -0.609 3.793 0.086
C -0.798 5.260 -0.327
O -0.155 5.332 -1.596
C 0.176 4.104 -2.020
O 0.656 3.874 -3.084
O -0.090 3.174 -1.063
H -1.566 3.475 0.508
H 0.015 3.671 0.975
H -0.267 5.915 0.362
H -1.850 5.528 -0.391
C 0.920 -2.411 -0.271
C -0.236 -1.546 0.231
C -0.381 -0.248 -0.570
C -1.503 0.530 -0.053
N -2.422 1.062 0.380
H 0.736 -2.789 -1.279
H 0.954 -3.285 0.381
H 1.891 -1.921 -0.205
H 0.111 -1.285 1.237
H -1.205 -2.035 0.285
H -0.571 -0.491 -1.619
H 0.480 0.425 -0.593
C -2.149 2.047 3.746
C -2.734 1.246 4.909
C -3.179 2.198 6.025
C -4.189 3.189 5.621
N -4.966 3.973 5.314
H -1.587 1.379 3.094
H -1.488 2.833 4.119
H -2.947 2.519 3.175
H -1.979 0.580 5.324
H -3.592 0.678 4.549
H -2.270 2.699 6.363
H -3.670 1.753 6.895
C -0.213 -0.999 -4.480
C 0.769 0.133 -4.200
C 1.536 0.610 -5.478
C 0.598 0.999 -6.533
N -0.132 1.320 -7.358
H 0.351 -1.879 -4.804
H -0.955 -0.826 -5.255
H -0.630 -1.258 -3.506
H 1.582 -0.227 -3.566
H 0.300 0.988 -3.714
H 2.112 -0.228 -5.869
H 2.156 1.446 -5.163

Forces on atoms 1 to 2 (eV/Å):
N 0.8 -0.6 0.4
C -0.4 0.9 -0.3